Molecular formula: C34H55NO17
Method: DFT, ωB97M-V/def2-TZVPD

## Properties
Calculated total energy in eV: -72448.653
HOMO-LUMO gap in eV: 8.725
SMILES: CC(=O)N(C)CCCCOC(=O)OCCO.O=C1CCCO1.O=C1CCCO1.O=C1CCCO1.O=C1CCCO1.O=C1CCCO1.O=C1CCCO1
HOMO energy in eV: -8.57
LUMO in eV: 0.15
M in g mol⁻¹: 749.80

Structure (ORCA input):
```
! RIJCOSX wB97M-V def2-TZVPD def2/J DEFGRID3
* xyz 0 1
C 6.386 -1.363 0.676
C 5.217 -0.774 -0.085
O 4.113 -1.253 0.017
N 5.452 0.323 -0.959
C 5.775 -0.141 -2.318
C 6.342 1.350 -0.421
C 5.700 2.740 -0.541
C 4.259 2.803 -0.020
C 3.291 3.594 -0.913
O 2.372 2.717 -1.596
C 1.295 2.387 -0.892
O 1.098 2.647 0.269
O 0.421 1.721 -1.676
C 0.041 0.433 -1.131
C -1.201 0.482 -0.251
O -0.819 0.313 1.110
H 6.359 -1.029 1.717
H 6.264 -2.447 0.681
H 7.353 -1.112 0.240
H 5.966 -1.216 -2.349
H 4.930 0.057 -2.985
H 6.639 0.383 -2.727
H 7.289 1.367 -0.978
H 6.612 1.140 0.619
H 6.313 3.470 0.001
H 5.751 3.035 -1.596
H 3.843 1.798 0.072
H 4.240 3.242 0.982
H 3.833 4.100 -1.715
H 2.723 4.320 -0.330
H 0.870 0.017 -0.552
H -0.128 -0.205 -1.999
H -1.916 -0.286 -0.560
H -1.689 1.450 -0.415
H -1.536 0.679 1.644
O 8.340 -2.084 -2.710
C 8.041 -2.585 -3.752
O 6.778 -3.004 -4.012
C 6.716 -3.638 -5.300
C 7.911 -3.094 -6.073
C 8.924 -2.863 -4.952
H 6.771 -4.719 -5.151
H 5.759 -3.392 -5.753
H 8.253 -3.769 -6.855
H 7.645 -2.142 -6.533
H 9.519 -3.752 -4.736
H 9.589 -2.022 -5.131
O -3.596 0.400 -2.424
C -3.598 -0.709 -2.869
O -3.613 -1.806 -2.074
C -3.505 -3.002 -2.864
C -3.982 -2.605 -4.258
C -3.557 -1.139 -4.324
H -2.461 -3.322 -2.859
H -4.112 -3.774 -2.400
H -3.564 -3.230 -5.043
H -5.069 -2.676 -4.310
H -2.533 -1.020 -4.683
H -4.218 -0.514 -4.919
O -3.494 1.984 2.371
C -3.086 3.108 2.465
O -3.847 4.116 2.946
C -3.132 5.366 2.844
C -1.658 4.979 2.781
C -1.728 3.630 2.072
H -3.467 5.875 1.937
H -3.389 5.975 3.707
H -1.039 5.719 2.278
H -1.270 4.845 3.792
H -1.701 3.733 0.986
H -0.953 2.932 2.378
O 5.463 0.825 -5.441
C 4.775 0.032 -6.006
O 5.283 -0.907 -6.851
C 4.217 -1.657 -7.459
C 3.030 -1.506 -6.514
C 3.267 -0.112 -5.938
H 4.019 -1.233 -8.446
H 4.549 -2.686 -7.581
H 2.072 -1.628 -7.015
H 3.095 -2.250 -5.718
H 2.825 0.673 -6.554
H 2.926 0.006 -4.913
O -8.248 -0.127 6.388
C -7.775 0.345 5.394
O -6.691 1.145 5.419
C -6.401 1.646 4.096
C -7.056 0.653 3.145
C -8.258 0.184 3.964
H -6.828 2.648 4.010
H -5.325 1.709 3.969
H -7.310 1.093 2.184
H -6.379 -0.183 2.966
H -9.129 0.828 3.829
H -8.545 -0.847 3.777
O -9.967 -2.284 12.355
C -9.280 -2.357 11.379
O -8.632 -3.497 11.035
C -7.809 -3.273 9.876
C -8.413 -2.059 9.180
C -8.971 -1.273 10.363
H -6.787 -3.090 10.215
H -7.822 -4.174 9.268
H -7.700 -1.508 8.572
H -9.229 -2.374 8.530
H -8.229 -0.601 10.800
H -9.869 -0.709 10.130
*
```

=====

Molecular formula: H22O11
Method: DFT, ωB97M-V/def2-TZVPD

## Properties
Energy above the lowest of the compared OMol25 structures with the same formula, charge and spin in kJ/mol: 23.90
Calculated total energy in eV: -22881.266
HOMO-LUMO gap in eV: 10.006
SMILES: O.O.O.O.O.O.O.O.O.O.O
HOMO energy in eV: -9.90
LUMO in eV: 0.10
M in g mol⁻¹: 198.17

Structure (ORCA input):
```
! RIJCOSX wB97M-V def2-TZVPD def2/J DEFGRID3
* xyz 0 1
O -0.518 -0.622 1.704
H -0.515 -0.783 0.740
H -1.437 -0.310 1.694
O -1.453 2.979 0.086
H -1.983 3.823 -0.010
H -1.957 2.320 0.595
O 3.348 -1.445 -0.105
H 4.146 -1.682 0.343
H 3.491 -0.498 -0.279
O -3.350 -0.571 -0.807
H -2.459 -0.919 -1.067
H -3.724 -0.282 -1.653
O -0.682 -1.219 -1.132
H -0.204 -1.967 -1.617
H -0.539 -0.423 -1.647
O 1.366 -3.194 -1.552
H 1.994 -2.548 -1.325
H 1.115 -3.655 -0.739
O 1.798 -2.379 1.893
H 1.069 -1.705 1.934
H 2.421 -2.104 1.144
O -0.081 1.675 -1.871
H -0.504 2.135 -1.124
H -0.383 2.026 -2.666
O 0.930 1.739 1.408
H 0.393 0.906 1.330
H 0.525 2.269 2.093
O -2.965 0.958 1.311
H -3.593 0.981 2.055
H -3.227 0.237 0.679
O 2.565 1.082 -0.503
H 2.043 1.550 -1.177
H 2.371 1.630 0.267
*
```